# 1
2 unconnected molecules or ions with the total composition C4H11NO2. Source: the Open Molecules 2025 dataset; level of theory: ωB97M-V/def2-TZVPD.

As for the HOMO energy: -0.3591 Ha. For the frontier orbital gap, the calculation gives 10.6 eV. As for the SMILES: CCCC(N)=O.O. Its total charge is 0.

Last column: Löwdin charge in e.
Atoms and positions in Å:
C -2.337 0.361 -0.529  -0.109
C -0.990 -0.337 -0.340  -0.253
C -0.605 -0.396 1.140  -0.151
C 0.770 -0.949 1.383  -0.559
N 1.012 -1.476 2.620  0.152
O 1.632 -0.957 0.529  0.051
H -3.154 -0.252 -0.148  0.072
H -2.502 0.586 -1.587  0.067
H -2.296 1.314 0.000  0.070
H -1.016 -1.359 -0.697  0.109
H -0.167 0.182 -0.832  0.109
H -0.587 0.622 1.544  0.127
H -1.360 -0.913 1.727  0.114
H 0.335 -1.468 3.358  0.095
H 1.960 -1.802 2.719  0.107
H 1.418 2.592 -4.359  0.036
H -0.057 2.490 -4.113  0.030
O 0.719 2.981 -3.816  -0.067


# 2
CHO2PS in the gas phase in a non-equilibrium geometry. Source: the Open Molecules 2025 dataset; level of theory: ωB97M-V/def2-TZVPD.

As for the HOMO energy: -0.3312 Ha. For the frontier orbital gap, the calculation gives 8.2 eV. As for the SMILES: O=COP=S. Its total charge is 0.

Last column: Löwdin charge in e.
Atoms and positions in Å:
C -0.853 -0.702 -0.342  -0.209
O -0.215 -0.885 -1.272  0.149
O -0.249 0.061 0.913  -0.553
P 0.905 1.182 1.024  0.401
S 2.179 1.077 -0.465  0.092
H -1.767 -0.733 0.143  0.119


# 3
A molecular structure, C6H10O in a non-equilibrium geometry. Source: the Open Molecules 2025 dataset; level of theory: ωB97M-V/def2-TZVPD.

As for the HOMO energy: -0.3486 Ha. For the frontier orbital gap, the calculation gives 10.5 eV. Its total charge is 0.

Last column: Löwdin charge in e.
Atoms and positions in Å:
C -1.236 -0.710 -1.571  -0.008
C -0.442 -0.042 -0.463  -0.486
C -0.875 0.288 1.096  -0.008
C 0.266 1.255 0.823  -0.265
C 1.516 0.375 0.762  -0.124
C 0.921 -0.708 -0.166  -0.124
O -0.118 1.334 -0.633  -0.054
H -0.602 -0.948 -2.440  0.086
H -2.068 -0.097 -1.928  0.081
H -1.624 -1.660 -1.190  0.085
H -0.695 -0.511 1.834  0.109
H -1.816 0.802 1.347  0.112
H 0.318 2.260 1.232  0.142
H 1.866 -0.027 1.720  0.114
H 2.323 0.943 0.298  0.110
H 1.533 -0.891 -1.054  0.117
H 0.734 -1.663 0.333  0.114


# 4
2 unconnected molecules or ions with the total composition C4H7BrN2 in a non-equilibrium geometry. Source: the Open Molecules 2025 dataset; level of theory: ωB97M-V/def2-TZVPD.

As for the HOMO energy (spin up / spin down): -0.2575 / -0.2575 Ha. For the frontier orbital gap (spin up / spin down), the calculation gives 7.6 / 7.6 eV. Its total charge is 0.

Last column: Löwdin charge in e.
Atoms and positions in Å:
C -0.796 -2.148 -0.220  -0.146
C -0.029 0.812 -1.369  -0.117
C 1.491 0.697 1.246  -0.030
C -0.575 0.602 0.006  -0.846
N 0.170 -2.440 -0.760  0.084
N 0.195 0.452 1.071  -0.165
Br -2.439 0.587 0.438  0.702
H 0.141 1.885 -1.583  0.086
H -0.833 0.378 -2.093  0.108
H 0.818 0.179 -1.213  0.039
H 1.955 0.196 2.103  0.053
H -1.812 -2.126 0.210  0.043
H 2.081 0.926 0.340  0.059
H -0.368 -0.001 1.821  0.130


# 5
7 unconnected molecules or ions with the total composition C26H72N6O7. Source: the Open Molecules 2025 dataset; level of theory: ωB97M-V/def2-TZVPD.

As for the HOMO energy: -0.3340 Ha. For the frontier orbital gap, the calculation gives 9.7 eV. As for the SMILES: COC[C@H](C)N.COC[C@H](C)N.COC[C@H](C)N.COC[C@H](C)N.COC[C@H](C)N.COC[C@H](C)N.CCO. Its total charge is 0.

Last column: Löwdin charge in e.
Atoms and positions in Å:
C 21.428 3.303 16.466  -0.083
C 20.324 3.535 15.472  -0.314
O 20.432 2.584 14.406  -0.116
H 21.286 2.436 17.110  0.049
H 21.512 4.177 17.121  0.063
H 22.400 3.183 15.981  0.072
H 20.362 4.545 15.040  0.091
H 19.347 3.502 15.978  0.095
H 19.719 2.799 13.783  0.019
C 24.953 2.691 18.026  -0.053
C 24.573 1.465 18.823  -0.434
C 24.602 1.729 20.320  -0.218
O 25.900 1.965 20.817  -0.179
C 26.671 0.799 20.986  -0.113
N 23.187 1.086 18.457  0.045
H 24.841 2.478 16.959  0.078
H 25.972 3.028 18.213  0.083
H 24.281 3.524 18.244  0.067
H 25.265 0.642 18.600  0.130
H 24.142 0.891 20.872  0.122
H 24.005 2.612 20.560  0.117
H 26.078 -0.018 21.417  0.089
H 27.487 1.041 21.663  0.087
H 27.086 0.437 20.037  0.083
H 23.157 0.844 17.476  0.071
H 22.880 0.307 19.025  0.069
C 22.211 7.171 12.873  -0.068
C 22.852 7.146 14.248  -0.439
C 21.804 7.403 15.310  -0.222
O 22.396 7.249 16.585  -0.196
C 21.487 7.514 17.631  -0.111
N 23.538 5.856 14.446  0.052
H 21.507 6.344 12.755  0.071
H 22.974 7.122 12.099  0.079
H 21.648 8.099 12.737  0.079
H 23.637 7.904 14.310  0.138
H 20.999 6.660 15.200  0.113
H 21.393 8.418 15.212  0.130
H 22.025 7.391 18.567  0.077
H 20.645 6.816 17.594  0.087
H 21.124 8.551 17.627  0.092
H 23.707 5.743 15.441  0.059
H 22.923 5.095 14.171  0.059
C 16.389 2.761 12.937  -0.044
C 17.588 2.496 12.049  -0.431
C 17.237 2.397 10.577  -0.224
O 16.336 1.344 10.344  -0.178
C 16.901 0.268 9.619  -0.091
N 18.668 3.470 12.314  0.040
H 16.680 2.752 13.986  0.068
H 15.624 2.009 12.742  0.082
H 15.926 3.730 12.720  0.085
H 17.998 1.516 12.329  0.123
H 18.166 2.287 10.003  0.122
H 16.781 3.338 10.235  0.133
H 17.824 -0.083 10.096  0.067
H 17.087 0.557 8.582  0.091
H 16.201 -0.565 9.643  0.091
H 19.439 3.259 11.677  0.089
H 18.373 4.390 11.981  0.092
C 19.880 -0.955 11.807  -0.064
C 20.945 -1.400 12.802  -0.439
C 22.207 -1.819 12.074  -0.220
O 21.980 -2.745 11.027  -0.195
C 21.758 -4.058 11.485  -0.115
N 21.323 -0.361 13.771  0.057
H 19.496 -1.805 11.231  0.079
H 20.334 -0.337 11.020  0.087
H 19.061 -0.430 12.293  0.059
H 20.573 -2.250 13.380  0.131
H 22.953 -2.217 12.772  0.123
H 22.643 -0.934 11.599  0.129
H 22.675 -4.479 11.915  0.089
H 21.481 -4.666 10.622  0.088
H 20.943 -4.122 12.210  0.082
H 20.650 -0.355 14.525  0.042
H 21.310 0.562 13.354  0.054
C 15.393 -1.972 17.474  -0.064
C 16.406 -1.397 18.449  -0.448
C 16.996 -0.094 17.954  -0.233
O 17.764 -0.337 16.794  -0.177
C 18.507 0.804 16.412  -0.104
N 15.771 -1.248 19.765  0.035
H 15.892 -2.223 16.536  0.077
H 14.634 -1.224 17.221  0.081
H 14.920 -2.860 17.884  0.076
H 17.230 -2.108 18.556  0.141
H 17.627 0.345 18.741  0.114
H 16.205 0.636 17.715  0.132
H 17.846 1.647 16.182  0.084
H 19.136 0.554 15.566  0.061
H 19.181 1.114 17.226  0.085
H 16.350 -0.736 20.418  0.066
H 14.886 -0.765 19.670  0.067
C 18.509 3.675 19.344  -0.052
C 19.359 3.512 20.582  -0.447
C 19.979 4.849 20.995  -0.216
O 20.750 5.448 19.981  -0.198
C 22.051 4.892 19.903  -0.112
N 18.541 2.936 21.653  0.034
H 17.938 2.771 19.134  0.062
H 19.106 3.906 18.458  0.065
H 17.832 4.531 19.447  0.089
H 20.161 2.800 20.365  0.128
H 20.584 4.708 21.906  0.124
H 19.180 5.551 21.255  0.129
H 22.577 5.299 19.041  0.069
H 21.960 3.811 19.768  0.071
H 22.642 5.141 20.792  0.098
H 18.973 3.091 22.562  0.068
H 17.659 3.437 21.726  0.071


# 6
8 unconnected molecules or ions with the total composition H16O8 in a non-equilibrium geometry. Source: the Open Molecules 2025 dataset; level of theory: ωB97M-V/def2-TZVPD.

As for the HOMO energy: -0.3800 Ha. For the frontier orbital gap, the calculation gives 10.1 eV. As for the SMILES: O.O.O.O.O.O.O.O. Its total charge is 0.

Last column: Löwdin charge in e.
Atoms and positions in Å:
O -1.653 1.399 -0.923  -0.041
H -2.280 1.993 -1.335  0.063
H -1.644 1.597 0.011  -0.006
O -1.676 -2.108 0.175  -0.085
H -2.182 -1.775 0.924  0.019
H -0.793 -1.669 0.149  -0.004
O 1.585 -1.184 -2.579  -0.032
H 1.214 -2.028 -2.360  0.060
H 1.793 -1.299 -3.515  0.082
O 0.691 2.328 2.817  -0.017
H 0.341 2.590 3.691  0.067
H 0.037 2.197 2.207  -0.067
O -1.622 1.031 1.759  -0.051
H -1.980 1.837 2.163  0.076
H -1.079 0.559 2.411  0.077
O -0.476 0.598 -3.249  -0.075
H 0.163 -0.068 -3.015  -0.040
H -0.867 0.972 -2.444  -0.022
O 0.713 -0.606 0.115  -0.012
H 0.523 0.284 0.281  0.027
H 1.136 -0.555 -0.748  0.039
O 2.793 -1.902 1.517  -0.034
H 3.172 -2.580 0.963  0.029
H 2.090 -1.612 0.985  -0.054


Electronic energy: -364.261581 -928.715288 -309.804711 -2840.010575 -1888.917433 -611.488134 (Eh)